[1]
{"formula": "C4H9N2", "method": "ωB97M-V/def2-TZVPD", "symbols": ["C", "C", "N", "C", "C", "N", "H", "H", "H", "H", "H", "H", "H", "H", "H"], "xyz": [[2.113320, -0.794659, 0.440354], [1.407123, 0.162629, -0.152926], [-0.005783, 0.308132, 0.021208], [-0.409299, 1.604040, 0.343889], [-0.741974, -0.773461, -0.329965], [-2.093718, -0.977048, -0.405400], [3.146158, -0.951869, 0.468259], [1.481499, -1.528977, 0.895829], [1.838398, 1.038411, -0.665346], [-0.954436, 1.502548, 1.316888], [0.456335, 2.269842, 0.519426], [-1.108845, 1.971517, -0.390070], [-0.153866, -1.731773, -0.478070], [-2.293574, -1.891208, -0.928539], [-2.681342, -0.208124, -0.655541]], "forces_ev_per_a": [[-2.44, 0.39, -0.54], [2.06, 0.64, 0.46], [-0.28, -4.67, -2.24], [-1.79, 1.47, 2.06], [0.33, -0.08, 0.72], [2.28, -1.31, -1.25], [1.31, 0.13, -0.35], [0.15, -0.56, 0.74], [-0.17, -0.62, 0.21], [0.30, 0.54, -0.63], [-0.60, -0.45, -0.38], [-0.06, 0.56, -0.26], [-0.58, 1.57, 0.05], [0.04, 1.96, 1.24], [-0.56, 0.42, 0.18]], "energy_ha": -267.0308, "homo_energy_ev": -14.14, "smiles": "C=CN(C)C=[NH2+]", "total_charge": 1}


[2]
{"formula": "C2H2NO3P", "method": "ωB97M-V/def2-TZVPD", "symbols": ["C", "C", "N", "O", "O", "O", "P", "H", "H"], "xyz": [[-0.085531, -2.634489, 0.297153], [-0.137880, 0.152973, 0.290339], [0.185241, -3.682115, 0.706099], [0.875208, 1.490865, -1.931312], [-0.807027, 2.938576, -0.407575], [0.896725, 1.105475, 0.595954], [0.022478, 1.655885, -0.684332], [0.074251, -1.180748, 0.053078], [-1.023464, 0.153579, 1.080597]], "forces_ev_per_a": [[-0.26, -0.93, -0.43], [-2.60, -2.07, -0.26], [0.25, -1.04, 0.49], [-0.95, 0.73, 0.35], [1.21, -2.00, -0.51], [1.11, 1.29, 0.89], [0.18, 0.26, 0.06], [-0.41, 3.64, 0.44], [1.46, 0.11, -1.04]], "energy_ha": -699.2104, "homo_energy_ev": 0.11, "total_charge": -2}


Summary of energy relative to the best compared isomer or geometry (same formula, charge and spin) in kcal per mole
42.97; 34.71
(order as listed above)